Entry 1:
Formula: C28H31ClN2O6
Source: the OMol25 dataset
Level of theory: the ωB97M-V functional and the def2-TZVPD basis

XYZ file:
```
68
Properties=species:S:1:pos:R:3:forces:R:3:nbo_charge:R:1
C 4.7630 2.0896 2.9954 0.7 -0.3 0.7 -0.6231
C 4.0602 2.0916 1.6790 -0.3 -0.3 0.0 -0.0688
O 2.8707 1.2643 1.9267 -0.2 0.5 -0.4 -0.5043
C 2.0336 1.0593 0.9189 -0.4 -0.4 -1.7 0.7894
O 2.3323 1.2484 -0.2525 0.1 -0.3 1.8 -0.6233
C 0.5343 0.5825 1.2517 1.5 -0.1 1.0 -0.1787
Cl -0.2520 2.2253 1.3206 -0.1 -0.4 0.2 -0.0087
C 0.3305 0.1245 2.7734 -1.5 -0.9 -0.1 0.8007
O -0.6781 -0.4734 3.1250 1.5 1.3 -0.1 -0.6217
O 1.2405 0.5001 3.6800 -0.8 0.1 -0.2 -0.5068
C 0.7517 0.5271 5.0640 0.3 0.0 -0.1 -0.0708
C 1.9796 0.8565 5.8554 0.8 -0.2 0.5 -0.6249
C -0.0823 -0.4427 -0.1663 3.7 1.9 1.8 -0.1787
C -0.9974 0.4710 -0.8168 -2.6 0.4 -1.5 -0.0659
C -2.4147 0.4109 -0.7746 1.7 1.1 -0.6 0.0025
N -2.9387 1.4689 -1.5104 -0.5 -0.2 0.7 -0.3564
C -4.3440 1.9105 -1.4884 0.3 -0.3 0.0 -0.3998
C -1.9035 2.2304 -2.0243 -0.2 0.1 -0.1 0.1281
C -1.9822 3.3954 -2.8015 0.7 -0.8 0.3 -0.2445
C -0.7896 3.9083 -3.3103 0.1 -0.2 0.2 -0.2925
C 0.4333 3.2467 -3.0481 -0.9 -0.5 0.8 0.2742
O 1.6206 3.6973 -3.5243 0.7 0.6 -0.6 -0.5053
C 1.7037 4.8827 -4.3469 0.0 -0.7 0.4 -0.2537
C 0.4727 2.0934 -2.2169 1.2 1.3 -0.9 -0.2026
C -0.6799 1.6160 -1.6557 -1.5 -0.4 -0.2 -0.0935
C -0.6636 -1.7175 0.2476 -0.9 -1.6 0.7 -0.1986
C -1.6366 -1.8619 1.2331 0.1 -0.7 -1.0 0.0285
N -2.1195 -3.1423 1.2349 -0.5 -0.3 0.6 -0.3543
C -3.2615 -3.5780 2.0542 0.1 0.3 0.0 -0.4031
C -1.4851 -3.8808 0.2633 -0.4 0.0 -0.3 0.1008
C -1.8094 -5.1778 -0.1568 0.5 0.1 -0.2 -0.2195
C -1.1962 -5.6744 -1.2899 0.5 0.7 -0.5 -0.2657
C -0.3465 -4.8077 -2.0455 -0.2 0.9 1.1 0.3010
O 0.1390 -5.3572 -3.1817 0.4 0.0 -0.9 -0.5063
C 0.7472 -4.5331 -4.1822 -0.1 -0.1 0.4 -0.2519
C -0.0550 -3.4885 -1.6133 0.8 -1.2 -1.3 -0.3297
C -0.5736 -3.0313 -0.4203 -1.4 0.7 1.3 0.0258
H 5.6685 2.6889 2.9551 0.1 0.2 -0.1 0.2156
H 4.1579 2.4560 3.8204 -0.2 0.1 -0.1 0.2140
H 5.0782 1.0738 3.2570 -0.1 0.1 -0.1 0.2144
H 3.7718 3.1153 1.3913 -0.2 -0.5 -0.2 0.1960
H 4.7019 1.6337 0.9156 -0.5 0.2 0.0 0.1996
H -0.0128 1.3193 5.1650 0.2 -0.5 -0.3 0.1919
H 0.3518 -0.4477 5.3896 0.0 0.4 -0.5 0.2022
H 1.7773 0.9426 6.9246 -0.2 0.0 -0.1 0.2155
H 2.7182 0.0520 5.7533 -0.1 0.1 -0.1 0.2142
H 2.4650 1.7754 5.5310 -0.2 0.1 -0.1 0.2123
H 1.0116 -0.4823 -0.6098 -2.6 -0.3 0.2 0.2645
H -3.0789 -0.2815 -0.2693 0.2 0.1 -0.1 0.2214
H -4.3823 2.9440 -1.8653 -0.1 -0.5 0.2 0.2137
H -4.9993 1.2658 -2.1083 0.4 0.3 0.2 0.2041
H -4.7164 1.8949 -0.4556 0.1 0.1 -0.3 0.2054
H -2.9412 3.8415 -3.0017 0.0 0.2 -0.2 0.2081
H -0.8049 4.8241 -3.9012 0.0 -0.3 0.2 0.2131
H 2.7422 4.9048 -4.6923 -0.3 0.0 0.1 0.1993
H 1.0394 4.8307 -5.2174 0.0 -0.1 0.2 0.1773
H 1.5017 5.7996 -3.7754 -0.1 -0.3 0.0 0.1773
H 1.4092 1.6163 -1.9486 -0.1 0.4 -0.5 0.2514
H -2.0159 -1.1637 1.9664 0.0 -0.2 -0.6 0.2539
H -3.4496 -4.6707 1.9850 0.3 0.8 -0.1 0.2172
H -3.0502 -3.3328 3.1061 -0.1 -0.1 -0.3 0.2116
H -4.1713 -3.0173 1.7424 0.5 -0.5 0.2 0.2004
H -2.5436 -5.7707 0.3657 0.0 -0.1 0.1 0.2087
H -1.3560 -6.6897 -1.6728 0.0 0.5 0.2 0.2250
H 1.0370 -5.2221 -4.9775 0.0 0.2 0.1 0.1977
H 0.0417 -3.7878 -4.5793 0.1 -0.2 0.2 0.1812
H 1.6403 -4.0150 -3.8054 -0.2 -0.2 0.0 0.1758
H 0.6048 -2.8316 -2.1851 -0.2 -0.3 0.0 0.2191
```
Forces are in eV/Å.

The calculation puts the total energy at -2106.6177 hartree. The HOMO energy is -7.055 eV. As for the LUMO energy: 0.70 eV. For the maximum force, the calculation gives 4.5 eV Å⁻¹. The frontier orbital gap comes out at 7.75 eV. As for the charge: 0.

=====

Entry 2:
Formula: C5H17O2PYb
Source: the OMol25 dataset
Level of theory: the ωB97M-V functional and the def2-TZVPD basis

XYZ file:
```
26
Properties=species:S:1:pos:R:3:forces:R:3:lowdin_spin:R:1
Yb 0.7022 0.7689 0.7547 -0.3 -0.5 -3.0 0.9864
H 0.9519 -0.2677 3.2478 -0.2 -0.3 -0.1 -0.0001
H 0.6097 -0.8907 2.9800 0.1 0.3 0.0 0.0000
P -0.6500 -1.0183 -0.8130 0.2 -1.2 -0.1 0.0016
C -2.4327 -1.1447 -0.9920 -0.7 0.4 0.1 -0.0003
H -2.7585 -1.9933 -1.5898 0.2 -0.1 -0.1 -0.0001
H -2.9217 -1.2129 -0.0203 0.0 0.0 0.1 0.0000
H -2.8059 -0.2370 -1.4654 0.0 0.1 -0.1 0.0000
C -0.0497 -1.3032 -2.5021 0.4 0.6 -0.3 0.0002
H 1.0403 -1.3876 -2.4991 -0.1 0.0 0.1 0.0000
H -0.4678 -2.1901 -2.9831 -0.2 0.0 0.3 0.0000
H -0.2886 -0.4272 -3.1110 0.0 -0.1 0.0 0.0000
C -0.2484 -2.6150 -0.0328 0.2 -0.5 0.4 0.0013
H -0.6869 -2.6867 0.9676 -0.1 0.0 -0.1 0.0000
H -0.5822 -3.4876 -0.6010 0.0 0.1 0.0 0.0003
H 0.8331 -2.7125 0.1077 0.0 0.1 -0.2 0.0001
C -1.8691 1.4673 1.0214 -2.3 1.6 2.2 0.0024
O -2.7550 1.9959 1.5332 2.6 -1.6 -2.0 0.0014
H 2.2161 0.1439 -0.5392 -0.6 0.2 1.0 -0.0009
H -0.0640 1.6894 -1.0289 0.3 -0.3 1.2 0.0080
C 2.4013 2.8128 1.2265 0.4 0.0 -0.1 0.0003
O 0.9943 2.7552 1.6017 0.0 1.5 0.2 -0.0010
H 2.8602 1.8728 1.5795 0.0 0.2 -0.1 -0.0001
H 2.9365 3.6295 1.7034 -0.2 0.0 0.1 0.0000
H 2.5109 2.8713 0.1416 -0.1 0.0 0.0 0.0001
H 0.5238 3.5674 1.3126 0.4 -0.6 0.2 0.0003
```
Forces are in eV/Å.

The calculation puts the total energy at -1850.8223 hartree. The HOMO energy (alpha / beta) is -11.758 / -11.797 eV. Its spin multiplicity is 2. As for the LUMO energy (alpha / beta): -3.81 / -4.30 eV. For the maximum force, the calculation gives 3.6 eV Å⁻¹. The frontier orbital gap (alpha / beta) comes out at 7.95 / 7.50 eV. The energy above the lowest of the compared OMol25 structures with the same formula, charge and spin is 0.0 kJ/mol. As for the charge: +1.

=====

Entry 3:
Formula: C24H31N3O4
Source: the OMol25 dataset
Level of theory: the ωB97M-V functional and the def2-TZVPD basis

XYZ file:
```
62
Properties=species:S:1:pos:R:3:forces:R:3:nbo_charge:R:1
C -0.2767 3.8226 5.8376 0.5 -0.1 -0.4 -0.2574
O 0.8683 3.7140 4.9641 -0.4 -0.2 0.2 -0.4952
C 0.7764 2.9755 3.8280 -0.4 -0.2 -0.7 0.3253
C 1.9301 2.9503 3.0044 -0.6 0.2 0.7 -0.2639
C 1.8965 2.2733 1.8098 -0.4 -0.5 -0.6 -0.1499
C 0.7064 1.6672 1.3511 -0.3 -0.1 1.0 -0.1397
C 0.7033 1.0968 0.0087 0.6 2.1 -1.2 0.0350
C -0.0251 1.5823 -1.0454 0.8 -0.3 1.1 -0.3097
C 0.2255 1.0288 -2.3727 0.9 -1.1 -1.1 0.6795
O 1.0317 0.1175 -2.6181 -1.3 1.6 0.4 -0.6000
N -0.4773 1.6264 -3.4263 -0.4 0.0 0.5 -0.4686
C -0.1920 1.1398 -4.7536 0.2 -0.2 -0.5 -0.4163
C -1.5938 2.4657 -3.2750 -0.5 0.1 -0.1 0.8116
O -2.3079 2.8218 -4.2079 1.1 -0.5 1.3 -0.6027
N -1.8351 2.8993 -1.9615 0.7 -0.1 -0.4 -0.4734
C -2.8259 3.9448 -1.8365 -0.3 0.4 -0.1 -0.4115
C -0.8543 2.7970 -0.9562 -0.5 1.0 1.0 0.6793
O -0.7467 3.6633 -0.0895 -0.3 -1.3 -1.2 -0.5600
C -0.4201 1.6495 2.1898 0.5 0.0 -0.6 -0.1662
C -0.3962 2.2910 3.4174 0.6 0.5 0.5 -0.2574
H 0.0986 4.4401 6.6536 -0.3 -0.1 0.0 0.2050
H -1.1192 4.3238 5.3384 0.3 -0.1 0.1 0.1844
H -0.5960 2.8412 6.2189 0.1 0.2 -0.1 0.1821
H 2.8130 3.4994 3.3270 -0.2 -0.2 0.0 0.2298
H 2.7763 2.2237 1.1627 -0.2 0.1 0.3 0.2146
H 1.5866 0.5134 -0.2435 -0.6 -0.3 -0.1 0.2405
H -0.8414 1.6837 -5.4356 0.2 -0.1 -0.1 0.2425
H 0.8630 1.3169 -4.9820 -0.2 -0.1 0.0 0.2140
H -0.3824 0.0628 -4.8044 0.0 0.2 -0.1 0.2147
H -2.9359 4.1857 -0.7812 0.0 0.0 -0.1 0.2324
H -2.5120 4.8379 -2.3898 -0.1 -0.1 0.2 0.2077
H -3.7648 3.5846 -2.2568 0.1 0.1 0.1 0.2223
H -1.3135 1.1174 1.8532 0.2 0.3 0.1 0.2193
H -1.2924 2.3053 4.0408 0.3 -0.1 -0.2 0.2138
C -0.6317 -1.6643 -0.2930 0.9 -1.9 -0.1 -0.3081
C -0.0016 -2.8919 -0.2883 -1.3 1.5 -0.2 0.2272
N 1.3474 -2.9771 -0.2540 0.7 -0.3 0.0 -0.4233
C 2.0888 -4.2162 -0.2633 0.1 -0.3 0.1 -0.1978
C 3.5691 -3.8001 -0.2729 0.1 -0.2 -0.1 -0.4112
C 3.6165 -2.2678 -0.1952 -0.1 0.2 0.0 -0.4121
C 2.1575 -1.7961 -0.1768 0.5 0.2 -0.1 -0.2169
C -0.7383 -4.2106 -0.3531 -0.2 -0.3 0.3 -0.4439
C -2.2688 -4.0982 -0.4629 0.0 0.1 -0.3 -0.3897
C -2.8587 -2.7863 0.0590 0.2 0.3 0.2 -0.3874
C -2.0996 -1.5303 -0.4181 -0.7 -0.1 -0.2 -0.4300
H -0.0509 -0.7556 -0.3698 -0.1 -0.6 0.1 0.1901
H 1.8577 -4.8253 0.6272 0.1 0.1 -0.2 0.1809
H 1.8437 -4.8198 -1.1527 0.1 0.1 0.3 0.1867
H 4.0839 -4.2531 0.5782 0.1 0.0 -0.2 0.2109
H 4.0357 -4.1467 -1.1992 0.1 0.0 0.2 0.2110
H 4.1179 -1.9210 0.7124 0.1 -0.1 -0.2 0.2074
H 4.1224 -1.8296 -1.0609 0.1 -0.1 0.2 0.2115
H 1.9659 -1.1408 -1.0417 -0.1 -0.2 0.4 0.2242
H 1.9599 -1.2470 0.7579 -0.2 0.0 -0.1 0.1767
H -0.4970 -4.8084 0.5438 0.1 0.3 -0.2 0.2095
H -0.3866 -4.8225 -1.2033 0.1 0.4 0.3 0.2172
H -2.7124 -4.9401 0.0838 0.0 0.2 -0.2 0.2067
H -2.5490 -4.2272 -1.5162 0.0 0.1 0.1 0.1956
H -3.9095 -2.7170 -0.2404 0.1 0.0 0.1 0.2046
H -2.8337 -2.8005 1.1541 0.0 0.0 0.0 0.1945
H -2.3700 -1.3270 -1.4700 -0.1 0.0 0.1 0.1869
H -2.4255 -0.6423 0.1454 -0.2 -0.2 -0.1 0.1969
```
Forces are in eV/Å.

The calculation puts the total energy at -1398.3474 hartree. The HOMO energy is -6.882 eV. As for the LUMO energy: -0.69 eV. For the maximum force, the calculation gives 2.4 eV Å⁻¹. The frontier orbital gap comes out at 6.19 eV. The energy above the lowest of the compared OMol25 structures with the same formula, charge and spin is 229.2 kJ/mol. As for the charge: 0.

=====

Entry 4:
Formula: CH2Cl3N4
Source: the OMol25 dataset
Level of theory: the ωB97M-V functional and the def2-TZVPD basis

XYZ file:
```
10
Properties=species:S:1:pos:R:3:forces:R:3:nbo_charge:R:1
C 0.2639 -0.0070 -0.0501 -0.9 0.9 0.7 -0.1420
N 1.0078 -1.1486 -0.4637 1.7 -1.9 -0.6 0.0009
N 1.2320 1.0362 0.2866 0.0 1.5 -1.1 -0.1393
N 2.2777 0.4657 0.7642 0.6 0.0 1.5 -0.0956
N 2.1847 -1.0670 -0.1933 -1.4 0.7 -0.7 -0.0367
Cl 1.4216 2.2741 -1.0120 -0.1 -0.7 0.4 0.1328
Cl 3.7825 1.2050 0.6548 -0.4 0.0 -0.1 0.3215
Cl 3.3698 -2.1765 -0.4487 0.0 -0.5 -0.2 0.3845
H -0.4268 0.3064 -0.8382 0.3 0.1 0.1 0.2907
H -0.3214 -0.2914 0.8370 0.2 0.0 -0.1 0.2832
```
Forces are in eV/Å.

The calculation puts the total energy at -1638.3962 hartree. The HOMO energy is -14.744 eV. As for the LUMO energy: -5.69 eV. For the maximum force, the calculation gives 2.6 eV Å⁻¹. The frontier orbital gap comes out at 9.06 eV. The energy above the lowest of the compared OMol25 structures with the same formula, charge and spin is 141.1 kJ/mol. As for the charge: +1.

=====

Entry 5:
Formula: C2H5FNO3S
Source: the OMol25 dataset
Level of theory: the ωB97M-V functional and the def2-TZVPD basis

XYZ file:
```
13
Properties=species:S:1:pos:R:3:forces:R:3:nbo_charge:R:1
C -0.6477 -0.5032 0.5583 -4.0 1.4 2.3 -0.7360
C -0.0775 -0.9506 -0.6310 3.0 0.5 -5.5 -0.2509
N 0.3073 0.8676 -1.8705 -1.6 -2.8 1.2 -0.2555
O 2.5397 -0.8606 -1.3573 0.9 0.7 -2.9 -1.0214
O 2.0502 -0.9825 0.9001 -0.5 -0.4 0.9 -1.0390
O 1.5509 -2.9623 -0.5150 0.0 1.8 0.0 -1.0172
F -0.2692 0.3940 -3.1085 -0.7 0.3 -0.2 -0.3474
S 1.6838 -1.4807 -0.4149 -0.9 -2.4 2.1 2.3661
H -1.2893 -1.2579 1.0664 -0.2 0.1 -0.7 0.2216
H 0.0865 -0.4051 1.3097 1.0 1.0 0.6 0.2749
H -1.2901 0.4421 0.3902 1.0 -1.4 0.5 0.2347
H -0.5500 -1.5759 -1.4585 0.3 1.2 1.3 0.2320
H 1.1824 0.4446 -2.0871 1.6 0.0 0.5 0.3381
```
Forces are in eV/Å.

The calculation puts the total energy at -857.6365 hartree. The HOMO energy (alpha / beta) is -5.114 / -5.124 eV. As for the LUMO energy (alpha / beta): 3.78 / 3.78 eV. For the maximum force, the calculation gives 6.2 eV Å⁻¹. The frontier orbital gap (alpha / beta) comes out at 8.89 / 8.90 eV. As for the charge: -1.